[1]
62
Properties=species:S:1:pos:R:3:forces:R:3 method="wB97M-V/def2-TZVPD" e_homo_ev=-15.108 e_above_lowest_ev=1.080 gap_ev=3.09 charge=+2
Tl 13.677210 -9.791180 -1.084350 -0.082 -0.635 -0.608
As 13.974860 -12.970410 -4.646690 -1.179 -0.165 -2.223
F 14.787030 -11.852760 -5.816390 -0.642 -0.604 1.179
F 12.404130 -12.365330 -5.262880 1.596 -0.544 0.480
F 13.114350 -13.967910 -3.506110 0.555 -0.039 -0.056
F 15.593740 -13.426680 -4.122600 -0.782 0.294 0.393
F 13.857440 -11.673680 -3.388510 0.590 -0.351 -0.592
F 14.028050 -14.337610 -5.793860 -0.136 1.853 1.275
O 16.268310 -9.428440 -2.436730 1.361 -0.329 -0.254
C 17.163070 -9.084100 -3.241550 -0.591 0.740 -2.029
N 17.601010 -7.809610 -3.301660 -0.405 -0.354 1.138
C 17.642130 -10.000410 -4.412920 -0.811 -0.234 1.663
H 18.117230 -7.386650 -4.059770 0.143 -0.416 0.170
H 17.358970 -7.257970 -2.490980 -0.021 0.408 -0.298
H 18.689240 -9.935410 -4.708620 -0.054 0.271 0.389
H 17.018000 -9.816580 -5.287420 -0.155 0.001 0.117
H 17.405780 -10.981870 -4.001850 0.161 -0.294 -0.609
O 15.605790 -11.839200 -0.871880 -3.074 0.595 -0.273
C 16.632730 -12.478680 -0.751110 2.245 2.081 2.130
N 17.129640 -13.112710 -1.751890 1.078 -1.646 -1.516
C 17.458580 -12.245680 0.509440 0.136 0.183 0.301
H 18.097990 -13.399280 -1.768430 -0.291 -0.423 0.182
H 16.537520 -13.270300 -2.554800 0.029 0.026 -0.490
H 16.792350 -11.776720 1.233530 0.124 -0.362 0.135
H 18.258470 -11.523030 0.348080 -0.117 0.206 -0.518
H 17.997300 -13.100390 0.918520 -0.495 -0.317 -0.078
O 13.936250 -8.758410 -3.822560 0.752 -0.174 2.450
C 13.626650 -8.353380 -4.927970 -0.511 0.828 -2.173
N 13.693380 -9.205620 -5.934430 0.198 -0.860 -0.018
C 13.235440 -6.962530 -5.309400 -0.455 0.550 0.190
H 14.076340 -10.099360 -5.661190 -0.171 -0.774 -0.455
H 13.408570 -9.058190 -6.892160 0.231 0.316 0.147
H 13.268000 -6.813010 -6.388610 -0.056 -0.129 0.104
H 13.873150 -6.203710 -4.855950 0.004 -0.218 0.200
H 12.209340 -6.826850 -4.967650 -0.049 0.219 0.019
O 12.747380 -12.502970 -0.441220 0.858 2.130 -0.333
C 12.265030 -13.549640 -0.043040 -0.892 0.491 3.728
N 12.057570 -14.468020 -0.893680 -0.758 -2.749 -2.672
C 11.835280 -13.813120 1.422460 0.551 0.138 0.038
H 12.275470 -14.206100 -1.844480 0.180 -0.326 -0.440
H 11.566070 -15.338020 -0.746550 0.044 0.235 0.300
H 11.241370 -14.707280 1.611820 -0.135 -0.009 -0.657
H 11.293160 -12.967270 1.845250 0.145 0.072 -0.242
H 12.726870 -13.984420 2.025650 0.203 0.302 -0.055
O 11.983450 -7.500450 -1.958760 1.163 -1.848 -0.262
C 11.226230 -6.557940 -1.814630 0.872 1.170 0.099
N 11.579970 -5.363450 -2.270330 0.172 1.873 -0.516
C 9.924110 -6.630960 -1.180880 -1.548 -0.252 1.366
H 12.439160 -5.153520 -2.757990 0.077 -0.672 0.134
H 11.043570 -4.526060 -2.093860 -0.326 -0.358 0.056
H 9.579480 -5.698710 -0.733390 0.017 0.268 -0.601
H 9.909740 -7.293650 -0.315590 0.218 -0.478 -0.402
H 9.237700 -6.987400 -1.948920 -0.288 0.003 0.200
O 10.984190 -10.188750 0.164150 2.249 0.443 -1.729
C 10.169200 -10.143210 1.050840 -3.691 0.196 -2.291
N 10.383850 -10.350790 2.294700 1.154 -0.423 3.025
C 8.690360 -9.916440 0.655890 0.272 0.641 0.588
H 9.642270 -10.336750 2.980240 0.270 0.036 -0.045
H 11.345050 -10.513540 2.558710 -0.174 -0.042 0.447
H 8.094210 -10.816650 0.805290 0.180 -0.115 -0.375
H 8.609370 -9.477190 -0.338390 0.080 -0.540 0.006
H 8.265830 -9.182050 1.340380 -0.019 0.109 0.159

[2]
54
Properties=species:S:1:pos:R:3:forces:R:3 method="wB97M-V/def2-TZVPD" e_homo_ev=-15.266 e_above_lowest_ev=7.533 gap_ev=5.07 charge=+2
In 0.206379 0.126941 0.714274 1.699 1.275 0.446
B -0.808901 -0.051079 -1.625206 -2.612 2.230 -7.708
F -1.165221 -0.690549 -0.481376 -6.792 4.919 -2.611
F -0.379371 -0.904729 -2.690466 -1.046 0.117 1.831
F -1.821291 0.735241 -2.160566 -0.572 -0.779 0.065
F 0.151019 0.893701 -1.370516 -0.984 -1.227 -0.151
C 2.982789 0.500531 -1.980876 1.218 1.568 -2.111
O 2.015329 -0.146699 -1.247226 0.736 -4.598 -0.125
C 1.919989 -1.527979 -1.689616 -0.741 -0.754 -0.155
C 1.234039 -2.495769 -0.602326 2.760 1.350 -1.501
N -0.088641 -2.028869 -0.146816 7.411 -6.949 1.339
C -0.549741 -3.005099 0.814024 -1.628 -0.317 0.300
C -2.029011 -2.820489 1.175154 0.202 -0.691 0.779
O -2.283371 -1.555829 1.714034 4.279 -2.287 3.290
C -3.120031 -1.631559 2.890414 -0.315 -0.953 0.107
H 2.924689 0.401411 -3.064806 -1.086 -0.281 -0.261
H 4.023829 0.192681 -1.883116 -0.126 -0.335 0.763
H 2.902349 1.571171 -1.792796 0.322 -0.527 -0.354
H 2.876099 -1.914559 -2.042456 0.407 -0.128 0.880
H 1.349639 -1.521649 -2.618466 0.020 -0.212 0.360
H 1.941739 -2.587619 0.221584 -0.225 0.375 0.519
H 1.272489 -3.504589 -1.013296 -0.733 -0.019 -0.394
H -0.704061 -2.008269 -0.947386 1.083 -2.089 -0.113
H 0.104809 -2.952269 1.684004 -0.316 0.023 0.252
H -0.459461 -4.019249 0.424864 0.092 -0.050 -0.340
H -2.178761 -3.625989 1.894074 -0.299 0.031 0.286
H -2.852931 -2.908199 0.466944 0.689 -0.728 -1.100
H -2.787061 -2.275589 3.704334 0.955 0.478 0.045
H -3.994041 -2.193379 2.560944 -0.691 0.564 0.040
H -3.321351 -0.592279 3.150164 -0.188 -0.502 0.564
C -3.577711 0.023301 0.638924 -3.239 0.325 1.871
O -2.444531 0.698281 0.255524 1.001 3.892 0.757
C -2.474361 2.142681 0.452114 0.005 -0.569 -0.938
C -1.213431 2.815931 -0.245916 -2.853 0.372 1.069
N 0.037889 2.353061 0.331414 1.288 -0.107 1.940
C 1.181969 2.761071 -0.477906 2.257 -0.089 -1.555
C 2.623529 2.553461 0.118324 -0.754 0.937 0.618
O 2.795849 1.160561 0.398194 -1.545 0.816 1.776
C 4.079649 0.604171 0.636414 1.588 1.606 -0.296
H -3.367301 -0.638509 1.479074 -1.556 2.679 -2.061
H -4.010461 -0.684969 -0.067606 0.115 0.634 -0.904
H -4.310271 0.736541 1.016744 -0.535 0.055 -0.654
H -2.628951 2.282501 1.522004 0.923 0.498 0.343
H -3.384971 2.606141 0.072514 0.033 -0.213 -0.724
H -1.305111 3.878791 -0.022276 0.107 0.192 0.413
H -1.225591 2.843701 -1.335496 -0.026 -1.005 0.184
H 0.162739 2.865111 1.192994 -0.194 0.088 0.567
H 0.936289 3.698731 -0.976436 0.539 0.900 1.025
H 1.206899 2.187131 -1.404226 0.179 0.387 0.704
H 2.842779 3.165751 0.993044 -0.235 -0.087 0.393
H 3.307309 2.958231 -0.627806 0.195 -0.376 -0.211
H 4.618679 0.633451 -0.310516 0.019 -0.544 0.178
H 4.092269 -0.391119 1.080644 -0.588 0.198 -0.121
H 4.694909 1.286611 1.222784 -0.243 -0.090 0.686

[3]
51
Properties=species:S:1:pos:R:3:forces:R:3 method="wB97M-V/def2-TZVPD" e_homo_ev=0.850 e_above_lowest_ev=2.175 gap_ev=3.00 charge=-2
Ba 18.371640 25.591714 -2.514865 0.602 3.930 -2.483
O 20.139966 27.873571 -2.368254 0.536 -1.990 -0.780
C 20.851528 27.800063 -3.597184 -0.786 -0.408 1.523
C 21.305365 26.478216 -4.327045 -0.999 -2.320 0.124
O 20.456609 25.312131 -4.487864 -0.124 1.418 1.115
H 21.779174 28.327905 -3.375945 0.861 0.423 -0.709
H 20.279847 28.329309 -4.359539 -0.196 0.430 -0.420
H 22.219983 26.023808 -3.946135 0.881 0.406 1.061
H 21.646477 26.795239 -5.312559 -0.069 0.610 -0.711
O 16.847518 25.993658 -4.806603 -1.112 1.221 1.740
C 16.291842 27.322997 -4.704682 1.791 -0.656 -0.460
C 16.016300 28.073551 -3.346971 0.279 -0.453 1.617
O 16.891173 28.177568 -2.251065 -0.449 -1.447 -1.495
H 15.397196 27.404474 -5.322001 -1.147 -0.124 0.183
H 16.925950 27.993577 -5.284625 0.912 0.388 -0.101
H 15.065968 27.647695 -3.025053 -1.182 -1.193 0.617
H 15.608975 29.066496 -3.537343 0.169 0.931 -1.137
C 13.971565 24.621231 -0.429367 -0.570 -0.464 0.458
C 15.399268 25.079162 -0.644839 -0.746 0.685 -0.282
C 16.369330 25.114710 0.529524 -0.407 0.438 -0.696
O 17.460888 25.965603 0.165282 -2.124 -1.372 -0.524
C 18.079014 26.441108 1.268706 1.967 0.855 0.955
N 16.001580 24.285328 -1.688354 0.198 -0.396 -0.385
H 13.237884 25.335990 -0.056641 0.402 0.375 0.436
H 13.940384 23.743138 0.215685 -0.232 -0.368 -0.054
H 13.585512 24.393127 -1.422868 -0.023 -0.363 0.059
H 15.240865 26.072592 -1.064480 0.904 0.439 0.036
H 16.683978 24.091393 0.734243 0.515 -0.379 -0.050
H 15.913060 25.430845 1.467606 -0.223 0.519 0.003
H 17.446015 27.005168 1.953723 -0.416 0.017 0.049
H 18.870307 27.114384 0.939072 0.012 0.087 -0.080
H 18.561969 25.624888 1.805961 0.145 -0.228 0.487
H 15.941795 23.290597 -1.523944 -0.121 -0.252 0.482
H 15.507406 24.431771 -2.556948 0.155 0.404 -0.550
C 19.059014 20.710740 -2.179348 -0.720 -0.039 0.887
C 18.744901 22.169075 -1.826586 2.024 0.737 0.067
C 20.103869 22.796943 -1.323873 -1.020 -0.258 1.447
O 19.977596 24.149106 -0.894170 0.180 -0.090 -1.075
C 21.246958 24.738261 -0.658579 0.389 -0.149 -0.026
N 18.255853 22.891480 -2.974781 -0.171 -0.859 -0.467
H 19.887711 20.654214 -2.885148 -0.013 0.050 0.019
H 18.178862 20.239755 -2.617093 -0.015 -0.017 -0.171
H 19.288597 20.144120 -1.276940 0.281 -0.157 0.017
H 18.004686 22.351616 -1.047572 0.015 -0.564 0.288
H 20.922010 22.555745 -2.002515 -0.019 0.716 -0.518
H 20.385197 22.364538 -0.363669 0.016 -1.236 0.043
H 21.926250 24.609518 -1.501237 -0.229 0.120 -0.381
H 21.715607 24.220428 0.178272 0.099 -0.015 0.509
H 21.150810 25.807436 -0.469585 -0.295 -0.054 -0.107
H 18.774523 22.609953 -3.794435 0.409 0.416 -0.366
H 17.318193 22.560600 -3.151999 -0.333 0.235 -0.195

[4]
51
Properties=species:S:1:pos:R:3:forces:R:3 method="wB97M-V/def2-TZVPD" e_homo_ev=-18.822 e_above_lowest_ev=0.000 gap_ev=5.75 charge=+3
Be 0.246530 -0.281306 0.489308 -2.103 1.159 -2.799
Pb 1.725352 -0.988097 3.292483 2.958 -0.413 1.664
F -0.041035 -0.585725 2.571320 -1.671 -0.131 -2.282
C 0.954998 2.610969 -1.643018 -0.139 -0.501 0.041
O 1.212781 1.279490 -1.106178 -0.640 -1.062 0.003
C 2.025242 0.455056 -1.941630 0.260 0.250 -1.281
C 2.097229 -0.998073 -1.459682 2.231 2.003 0.274
N 0.831727 -1.570399 -1.238718 -0.004 0.962 2.090
C 1.009312 -2.877026 -0.663195 -0.638 -0.927 0.146
C -0.328041 -3.429358 -0.285283 -0.377 -0.405 0.530
O -0.979278 -2.525695 0.630365 0.161 -0.665 0.602
C -1.902012 -3.148468 1.599605 0.384 1.492 1.120
H 0.321085 3.201241 -0.981322 0.339 -0.360 0.505
H 0.336335 2.559145 -2.538937 0.619 -0.168 -0.445
H 1.923593 3.095158 -1.767462 -0.216 0.210 -0.399
H 3.045956 0.829806 -2.017765 0.201 0.200 0.278
H 1.654668 0.554013 -2.961919 -0.212 -0.379 -0.212
H 2.652123 -0.966177 -0.522043 0.006 0.096 0.745
H 2.765742 -1.657208 -2.013514 -0.041 0.350 -0.896
H 0.433432 -1.619780 -2.165549 -1.146 -0.164 0.114
H 1.644725 -2.829287 0.221149 0.091 0.440 0.437
H 1.568408 -3.568419 -1.293654 -0.217 -0.074 -0.453
H -0.121086 -4.374581 0.216534 -0.462 -0.239 -0.123
H -0.960002 -3.556004 -1.164316 -0.047 -0.211 0.002
H -1.886804 -2.421319 2.411466 0.065 0.011 0.238
H -1.587108 -4.082144 2.065630 0.370 -0.196 -0.702
H -2.969490 -3.180138 1.381461 0.245 -0.240 -1.162
C 2.781611 1.903415 0.971929 1.207 1.039 -1.697
O 1.490000 1.461834 1.350283 -0.154 -2.540 1.089
C 0.598081 2.458218 1.790848 -1.041 1.571 1.355
C -0.816857 1.924393 2.058044 1.429 2.595 -1.198
N -1.401201 1.531526 0.753244 0.805 -2.738 2.564
C -2.440408 0.544577 1.070611 -1.208 -0.760 -2.197
C -2.911113 -0.077392 -0.278922 -0.049 -0.279 0.436
O -1.836534 -0.583114 -1.118347 -0.177 1.360 0.946
C -1.512912 0.269902 -2.213261 0.638 -0.296 -1.192
H 3.161208 2.747441 1.547798 -0.055 -0.515 0.759
H 2.799066 2.301517 -0.042618 -0.541 0.178 0.096
H 3.484781 1.084331 0.821085 -0.076 -0.278 0.931
H 0.600419 3.334434 1.142520 -0.078 -0.350 -0.618
H 0.903680 2.912921 2.733161 0.622 -0.304 0.314
H -1.341603 2.824005 2.379677 -0.153 -0.191 0.677
H -0.738629 1.191158 2.860759 -0.907 0.228 -0.566
H -1.906080 2.327746 0.390982 0.423 0.293 -0.608
H -3.327634 0.995239 1.515396 -0.046 0.103 0.196
H -2.112045 -0.241155 1.750996 0.310 0.161 -0.124
H -3.500050 0.661927 -0.821731 0.037 -0.020 -0.157
H -3.566941 -0.911866 -0.030649 -0.007 -0.057 -0.261
H -2.221226 0.312341 -3.040659 -0.752 -0.200 0.486
H -0.655726 -0.193271 -2.701942 0.088 0.079 0.057
H -1.204269 1.294199 -2.004341 -0.333 -0.118 0.678

[5]
49
Properties=species:S:1:pos:R:3:forces:R:3 method="wB97M-V/def2-TZVPD" e_homo_ev=-4.757 e_above_lowest_ev=0.000 gap_ev=7.74 charge=-1
Cl -1.678528 -1.960175 -0.867589 0.091 0.153 -0.123
C 1.911239 2.106253 0.415862 0.097 -0.067 0.141
O 1.830195 1.363801 -0.768097 0.076 0.177 -0.127
C 0.531029 1.393370 -1.324036 -0.477 0.197 0.237
C 0.575292 0.995608 -2.777180 0.417 -0.156 -0.190
N 0.987845 -0.402465 -2.931699 -0.770 0.511 0.007
C 0.926150 -0.875666 -4.314361 0.012 -0.056 0.593
C 1.709381 -0.033866 -5.278641 -0.245 0.289 -0.549
O 3.060579 0.031115 -4.903422 0.139 -0.030 -0.061
C 3.800524 0.857386 -5.762033 -0.039 -0.062 0.232
H 1.148719 1.799613 1.142670 0.017 0.059 -0.023
H 1.806490 3.184850 0.226972 -0.089 -0.032 0.015
H 2.894640 1.926106 0.852688 -0.017 0.001 -0.024
H 0.100375 2.410486 -1.264026 0.235 -0.021 -0.006
H -0.147729 0.755087 -0.741337 0.098 -0.196 -0.151
H 1.301127 1.656061 -3.264503 0.003 -0.072 -0.027
H -0.412335 1.208154 -3.224661 -0.005 -0.051 0.038
H 0.256775 -0.903567 -2.419923 0.344 -0.445 0.169
H -0.111755 -0.924137 -4.678817 0.021 -0.053 -0.131
H 1.352164 -1.880821 -4.314215 -0.156 -0.086 -0.111
H 1.283925 0.980779 -5.361630 0.094 -0.031 0.171
H 1.603967 -0.456043 -6.295402 0.129 -0.103 0.138
H 4.829372 0.850075 -5.404213 0.005 0.038 -0.065
H 3.416504 1.886391 -5.731312 0.052 -0.008 -0.115
H 3.770340 0.486219 -6.795162 0.008 0.074 -0.030
C -1.674679 -4.549993 4.175823 0.119 -0.084 0.061
O -1.126596 -3.345350 3.709648 0.046 -0.068 -0.027
C -2.062466 -2.535333 3.019095 -0.428 -0.190 -0.018
C -1.412787 -1.220790 2.685517 -0.144 0.309 -0.069
N -2.342351 -0.402127 1.912825 0.070 -0.067 0.030
C -1.918182 0.979127 1.837896 0.182 0.235 -0.179
C -2.192259 1.762260 3.126971 -0.035 -0.158 -0.071
O -1.129729 2.620015 3.517415 -0.095 0.199 -0.151
C -0.067923 1.925713 4.097257 0.555 -0.168 0.272
H -2.001600 -4.458057 5.219876 -0.100 0.024 -0.034
H -0.902556 -5.322094 4.128899 -0.023 0.038 0.017
H -2.523981 -4.878431 3.569017 0.010 0.011 -0.040
H -2.959477 -2.357463 3.634014 0.144 0.046 0.088
H -2.416183 -3.035354 2.107226 0.219 0.032 -0.049
H -0.474040 -1.393858 2.142351 0.017 -0.029 0.026
H -1.184032 -0.706644 3.624820 0.114 -0.058 -0.015
H -2.325746 -0.775780 0.956895 -0.165 -0.125 0.049
H -2.454888 1.454433 1.014617 0.015 -0.050 -0.038
H -0.847718 1.085456 1.591944 -0.027 -0.043 0.070
H -2.413626 1.043201 3.925667 -0.065 0.113 0.071
H -3.049607 2.418152 2.988195 -0.097 -0.036 0.112
H 0.332736 1.127984 3.459403 -0.174 -0.029 0.001
H -0.354131 1.488687 5.066284 -0.027 -0.044 -0.109
H 0.755539 2.621637 4.272403 -0.152 0.112 -0.007